No. 1
The following is a quantum chemistry calculation of 14 unconnected molecules or ions with the total composition C54H108N2O14 in a non-equilibrium geometry, from the Open Molecules 2025 dataset.

```
178
Properties=species:S:1:pos:R:3:forces:R:3
H 6.24240 -3.65787 4.36579 0.0 -0.2 0.0
C 2.27354 2.16599 -4.43204 -0.4 0.4 -0.4
H 1.80216 -6.13449 0.97017 0.3 -0.1 -0.1
H -0.66042 6.45056 1.46213 -0.1 0.2 0.7
H -0.89133 2.38193 0.39404 -0.5 -0.2 -0.2
C 4.95360 -3.16537 2.71914 0.5 -0.8 0.3
H -2.02851 -3.54500 -3.65005 0.4 0.3 0.4
H 0.67127 -4.17049 5.91257 -0.1 0.0 0.1
H 0.30228 6.57814 -0.47490 -0.4 -0.2 -0.1
H 0.14264 2.69114 -0.95404 0.5 -0.4 -0.1
H -2.42577 7.31748 -0.51395 0.2 0.1 0.2
H 2.09322 2.18660 4.26429 -0.1 0.3 -0.2
H 0.14963 -2.31653 -1.79507 -0.2 0.1 0.1
H 2.84653 5.03725 0.67740 -0.5 -0.4 0.2
N -3.74075 5.01190 1.45122 -1.1 1.3 1.4
H -3.12191 -0.37324 -2.94033 -0.1 0.3 0.2
C 2.92628 2.68577 4.75186 0.6 0.3 1.0
H -5.40876 7.01966 0.10491 0.2 0.2 0.4
H -0.28841 -2.07515 2.50951 -0.5 -0.1 -0.3
C -2.92689 5.97240 3.55820 -0.1 -0.4 1.0
H -1.09162 -5.39032 6.86045 -0.2 0.1 0.2
H 4.53071 1.16977 3.01315 -0.1 -0.3 -0.2
O 5.86166 -3.04378 1.92860 0.0 0.3 -0.1
C 4.09099 -6.47190 -0.61712 -1.1 -0.3 -0.5
H -2.46713 5.40233 -1.12653 0.3 -0.3 -0.2
C -0.28247 -1.84469 0.30816 0.4 -0.2 0.4
O -1.57296 -0.13306 1.28995 0.5 -0.1 0.4
H 5.49662 -0.90074 0.19460 0.2 -0.3 -0.1
H 2.11574 1.52732 1.04907 -0.4 0.7 -0.4
C -3.06872 7.37323 1.58215 -0.2 1.0 0.0
C -1.21689 -1.08542 -5.16688 0.9 0.0 0.1
C -3.29168 7.60166 0.09337 -0.8 -1.1 -0.2
H 4.13072 -7.31823 0.06844 0.2 0.2 0.3
H 3.61838 5.34085 -4.94163 0.3 -0.4 -0.1
H -2.78253 -5.02908 6.26717 0.1 0.3 0.1
H -1.45838 0.06072 -2.67381 0.0 0.1 0.0
O -2.86899 0.52795 -5.57204 0.2 0.2 0.1
C -3.22446 4.63688 -0.94941 -0.5 0.0 -0.7
H 2.66748 3.08132 5.73531 -0.4 0.0 -0.1
C -4.21709 5.20303 0.09173 0.6 -0.1 -0.2
H 2.40378 -1.44151 -1.88504 -0.3 0.1 -0.2
H -1.28274 -3.76940 -0.07535 0.2 0.0 0.1
H -2.02769 -5.79423 1.52127 0.0 0.1 0.1
O 3.36084 3.25596 -6.24512 -0.5 0.1 -0.1
H 0.66194 -3.81417 4.14573 -0.1 0.1 0.1
O -1.82601 -4.03924 4.05545 -0.3 -0.4 -0.6
C -1.52498 -2.70723 0.04627 -0.9 0.5 -0.6
H 4.55159 -3.24537 4.78879 0.1 -0.2 0.2
C -2.16419 0.01524 -4.72373 -0.3 -0.3 -0.7
H 1.70614 1.56117 -5.13849 0.0 0.0 0.1
H -5.13122 -3.77649 -2.09925 -0.5 -0.5 0.3
O 4.67620 1.64351 6.03146 -0.1 0.5 0.1
C 5.79416 5.74998 1.02106 0.1 0.2 0.1
H 6.67210 5.18252 1.33789 -0.1 -0.2 0.0
O -3.49429 3.69198 1.78803 0.3 0.0 -0.3
H 4.34763 -3.07238 -0.38210 0.3 -0.1 0.2
C -5.93835 -1.83069 -1.91536 -0.6 -0.6 0.4
C 0.29533 0.62714 -0.00173 0.6 0.6 -0.9
C 2.97827 4.64526 -4.39194 -0.1 1.5 -0.5
O -5.08920 -6.63723 2.03871 0.0 -0.1 -0.2
H -2.29959 8.09358 1.88775 0.1 -0.3 0.5
C -2.31227 -6.00262 -5.00317 -0.4 0.0 -1.0
H -3.54486 8.62530 -0.19706 0.1 0.2 0.4
H -3.94300 6.23192 3.86954 -0.2 -0.1 -0.4
C 5.13290 -1.75121 -1.78914 -0.5 1.4 0.7
H -2.97122 -6.38520 0.16819 -0.1 0.4 -0.2
H -6.27961 4.73179 0.70672 0.2 0.3 0.1
C 0.33093 -4.49302 4.93194 0.4 -0.6 -1.0
H -3.08978 -6.20637 -5.74442 0.0 0.1 0.0
C -0.45845 1.90203 -0.48709 -0.3 -0.2 0.9
H -0.92921 6.52771 -4.25185 0.3 0.2 -0.2
H 4.67162 -6.70451 -1.50671 0.1 0.1 0.0
H 2.50536 -1.28918 -0.19863 -0.2 0.4 0.3
O -5.44695 -0.75243 -1.75039 0.1 0.5 -0.2
C 5.19862 -3.77205 4.08555 -0.2 0.7 -0.1
C 1.77914 -1.18345 -1.01972 0.8 -0.5 -0.1
H 1.61626 6.76928 -1.50284 0.1 -0.3 -0.4
C -2.95262 -5.40982 -3.77380 1.1 -0.5 0.8
H -1.93278 -2.34771 -0.90540 0.1 -0.1 -0.1
C -1.16651 -4.64943 4.84843 -0.1 1.2 1.6
H 4.66944 -3.72496 -1.99919 0.0 -0.3 0.3
C 1.13805 1.05622 1.19606 0.4 -1.5 2.0
H -3.03128 -8.71379 2.13238 0.5 0.0 0.2
C -7.15808 -2.06412 -2.79397 0.6 -0.2 0.3
H 5.12907 0.32434 -0.98490 -0.5 -0.3 -0.5
H 4.88393 -4.81625 4.04594 0.1 -0.1 0.1
O -0.29587 4.69904 -2.86740 0.2 0.0 0.4
H -2.37883 -2.60134 0.71681 0.5 0.2 0.6
H -1.57747 -5.33792 -5.45732 0.1 0.0 0.1
C 0.33394 -2.31332 1.64629 0.6 -0.3 0.6
H -3.52828 -4.91925 1.09781 0.1 0.0 -0.3
H 0.17834 7.72257 -3.38240 -0.3 0.3 -0.3
O -4.02891 -5.79584 -3.38590 -0.3 0.1 -0.1
H -5.97260 4.84491 -1.04010 -0.2 -0.4 -0.1
C -2.10726 -4.40449 -2.98683 -1.4 -0.8 -0.4
C 0.68055 -2.21547 -0.84284 0.2 0.5 0.2
C 4.56948 5.24299 1.74940 0.1 -0.7 -0.2
H 3.21421 -3.30015 1.49353 0.2 0.5 -0.3
H 3.46397 -1.72970 2.33975 -0.4 -0.1 0.0
C 1.50528 -6.43564 -0.03872 0.4 0.5 0.4
H -5.41316 3.41737 -0.04689 0.0 0.0 -0.2
H 2.06382 0.91421 -1.27097 -0.1 0.3 0.1
N -0.62680 -0.44691 0.32510 -0.8 0.2 -1.7
H -2.71593 4.99885 4.00391 0.1 0.0 -0.1
C -3.26263 -7.89678 2.82128 0.1 0.0 0.0
C -5.36892 -3.08343 -1.28914 1.7 0.3 0.2
H 3.33235 3.54439 4.21223 -0.3 -0.1 -0.4
C 4.25507 0.66656 3.94180 -0.4 -0.2 -0.1
C -4.44693 6.68745 -0.30186 -0.1 -0.3 -0.2
H -3.75667 4.46712 -1.89591 0.1 0.2 -0.1
O 2.36624 -6.07594 -2.22064 -0.1 0.1 -0.5
H -1.23389 1.62552 -1.19596 -0.2 0.0 0.2
H -1.51502 7.32363 -2.82113 0.2 0.5 0.0
H -1.84866 -6.97623 -4.83780 0.1 0.1 0.5
C 5.59048 -0.65759 -0.86412 0.8 0.8 0.5
C 4.03127 1.70871 5.00482 0.3 -1.1 0.3
H -4.60959 6.72850 -1.38709 0.1 -0.2 -0.1
H 5.97832 6.77895 1.33029 0.0 0.0 -0.1
C 2.83701 3.36608 -5.15426 1.2 -0.6 0.1
H -6.77895 -2.56506 -3.68829 -0.2 0.1 -0.2
C -2.76976 5.93024 2.05368 0.0 0.7 -2.0
C -1.78874 -5.39719 6.02671 0.0 -0.7 -0.7
H -4.39627 -2.83403 -0.84772 0.0 0.3 -0.2
H -0.24348 -1.07809 -4.66668 -0.2 0.1 0.4
H 3.12635 1.56744 -4.10700 0.0 0.0 0.2
H -2.78046 3.67185 -0.70909 0.0 0.2 0.6
H -1.23462 5.06843 0.67146 -0.8 0.0 -0.1
H 1.19789 5.11928 -0.89373 0.0 -0.1 -0.1
C -0.60544 6.96938 -3.31470 -0.1 -0.5 1.1
H -2.30742 6.73494 4.04676 0.4 -0.1 -0.3
H 2.85614 -3.25390 3.14793 0.0 0.5 0.3
C -1.32713 5.59438 1.62741 0.9 -1.0 -0.3
H 0.56319 -3.39078 1.61010 -0.3 -0.1 0.1
H 0.67404 0.23955 -2.11523 -0.2 0.2 0.0
C -2.33284 0.31085 -3.27251 0.2 -0.4 -0.1
H -1.13955 -4.82882 -2.72516 0.2 0.2 -0.2
H -5.86192 -3.51910 -0.42105 -0.8 -0.1 -0.5
C -3.88805 -6.79747 1.98647 -1.0 0.3 0.9
C 0.81344 6.05483 -1.28977 0.1 0.8 0.9
H 0.49079 1.47896 1.97086 0.1 0.8 -0.4
C 2.63054 -6.29329 -1.07022 0.0 -0.2 0.7
H -0.97931 -1.00776 -6.22703 -0.4 0.0 -0.1
C -0.07575 5.82094 -2.45945 0.0 -0.7 -1.6
C -3.04530 -5.88932 1.14114 0.4 -0.7 0.2
H 3.30897 0.12991 3.81476 -0.1 0.3 -0.4
H 6.02849 -3.56365 -0.88499 0.1 0.4 0.4
O 4.70773 -1.46079 -2.88304 0.3 -0.6 -0.2
H -0.88296 4.83643 2.28002 0.1 0.4 0.3
H -2.63790 1.34558 -3.14634 -0.1 -0.1 0.2
H 1.44025 0.17313 1.79048 0.0 -0.3 -0.5
H -1.66392 -2.05757 -4.95684 -0.1 0.0 -0.1
C 3.59786 4.33211 1.04075 0.1 -0.5 -0.5
H 4.42474 -5.53368 -0.17919 0.2 -0.1 0.3
C 5.08334 -3.12006 -1.18341 -0.7 -0.6 -1.7
H 1.29126 -1.85166 1.90093 0.0 0.2 -0.5
H 1.11944 -3.19927 -0.63337 0.0 -0.1 0.0
H -2.39968 -7.51089 3.36658 0.3 -0.2 -0.4
H 5.71352 5.67162 -0.06103 -0.1 0.0 0.0
C -5.56535 4.49577 -0.08520 0.2 -0.2 0.1
H 3.38016 4.54646 -3.38492 -0.3 -0.3 0.1
H 0.67281 -5.77990 -0.28890 -0.1 -0.2 -0.3
H 4.96525 -0.10064 4.24375 0.4 0.4 0.0
H 3.22085 3.54270 1.68890 -0.5 0.6 0.4
H -3.92827 -8.31062 3.57653 -0.4 0.3 -0.2
H 2.04604 5.21945 -4.38472 -0.3 -0.5 0.5
O 4.32227 5.58307 2.88023 0.3 0.2 0.2
H -7.79961 -2.77927 -2.27871 -0.3 0.1 -0.1
H 3.89841 3.74176 0.17015 0.7 0.6 -0.1
H 0.77888 -5.47111 4.71688 0.1 0.0 0.2
C 1.21988 0.22587 -1.16660 0.2 -0.9 0.2
H 6.64339 -0.45498 -1.09956 0.1 -0.2 0.3
H -1.93210 -6.44400 5.73365 0.1 0.0 0.0
H 1.64725 2.47234 -3.59544 0.0 -0.2 0.1
H -3.99192 7.65405 2.10157 -0.1 0.2 -0.1
H 1.17845 -7.47336 0.03512 0.0 0.0 -0.2
H -2.67155 -4.18243 -2.08671 0.2 0.3 0.0
C 3.53409 -2.81413 2.41904 -0.1 -0.7 -0.3
H -7.64901 -1.12479 -3.02722 -0.1 -0.1 -0.1
```
Positions in Å, forces in eV/Å.

Its maximum force is 2.56 eV/A. The HOMO-LUMO gap is 2.1 eV. As for the net charge: -2. The multiplicity is 1. As for the HOMO energy: 0.0292 hartree. The calculated total energy comes out at -89388.0078 eV.

=====

No. 2
The following is a quantum chemistry calculation of a molecular structure, C18H41AlN2O2P3 in a non-equilibrium geometry, from the Open Molecules 2025 dataset.

```
67
Properties=species:S:1:pos:R:3:forces:R:3
C 1.32735 -1.88254 -1.54118 -0.1 0.4 0.0
H -2.51467 -0.86439 4.24024 0.5 0.2 0.6
C -0.81434 2.32721 -6.57098 0.1 -0.3 0.0
H 4.69780 -0.03709 0.80780 -0.3 -0.1 -0.1
H -1.68252 -3.40628 0.55529 0.3 -0.2 -0.1
H -1.77304 -2.71869 -1.04606 0.3 -0.2 -0.1
O -0.19521 0.39361 -2.95115 -0.2 -2.6 0.4
C -1.48198 1.89442 -4.30749 0.9 -0.4 0.5
H 1.34064 0.51158 4.41845 -0.6 -0.2 0.2
Al -0.15613 -0.64207 1.17461 0.6 2.7 2.1
H 1.16133 -0.79597 -1.70916 0.0 -0.7 0.0
P -2.27897 0.39595 0.47917 -1.9 -0.4 -0.8
H -0.17928 -0.61470 -2.95327 -0.1 2.0 -0.4
C 3.71713 -0.32977 0.41010 -0.4 0.0 -0.5
H -1.86925 -0.32818 5.78347 -0.2 0.1 0.0
N 0.43690 0.29217 4.82960 -0.6 -0.3 0.0
C -2.78734 0.34115 -1.28052 0.7 -0.1 -0.1
C 0.34325 2.81830 1.60334 0.0 -1.0 -0.5
H 0.00874 2.94407 -0.52014 0.0 0.5 0.3
H -3.94685 2.15022 0.43568 0.4 -0.3 0.1
H 1.33501 -4.67408 0.29260 0.0 0.4 0.1
H 4.35518 1.21582 2.45609 -0.5 0.0 0.0
C 0.71535 2.89839 0.31184 -0.3 -0.9 0.5
H 3.02437 2.29159 1.91656 0.2 -0.2 0.3
H 0.63407 -0.56706 -5.44120 -0.1 0.6 0.2
H 1.00949 2.53053 2.41387 0.3 0.6 -0.3
H -3.72085 0.90243 -1.40485 0.2 -0.1 0.2
N -1.76043 -0.44052 4.78768 0.3 -0.2 -0.7
H -3.15407 2.05667 2.03482 0.1 0.1 -0.2
O -0.51963 -0.60545 2.93634 0.2 0.1 -0.5
H 1.74453 2.76177 -0.02664 -0.1 0.3 0.3
H 0.99683 -2.47498 -2.42069 0.3 0.3 0.5
C 3.08602 -1.31232 2.94019 -0.4 -0.2 0.0
C -0.59199 -0.23865 4.17258 -0.3 -0.4 -0.1
H -0.82879 2.97458 -7.43764 -0.1 -0.1 0.0
C -2.98413 2.00979 0.95098 0.6 0.5 0.6
C 1.49433 -3.68079 0.74536 0.2 -0.2 0.7
H 0.48218 0.86936 -7.50254 -0.3 0.1 0.7
H -3.31434 -1.78834 0.89461 -0.2 0.3 0.1
H -2.95150 -0.68717 -1.61451 0.1 0.1 0.0
P 0.43216 -2.44075 -0.02866 0.6 -1.6 -1.4
H 3.48046 0.31627 -0.44229 0.2 -0.2 0.0
H -1.99192 0.77849 -1.89050 -0.3 -0.1 0.0
C -1.12173 -3.30091 -0.38341 -0.4 -0.1 -0.1
C -0.04954 1.15962 -6.58033 -0.1 -0.5 0.6
H 3.77624 -1.37019 0.07821 0.0 0.2 0.0
H 2.55770 -3.42282 0.67278 -0.3 0.0 -0.2
H -0.93643 -4.30378 -0.79388 -0.1 0.3 0.0
H -2.30367 2.81752 0.65854 -0.3 -0.1 0.0
H -2.22172 3.52739 -5.50416 -0.1 -0.1 0.1
H 2.42012 -1.98263 -1.39183 -0.7 -0.3 -0.1
C 3.26680 1.38297 2.48109 -0.7 0.3 0.0
C 0.05491 0.36790 -5.40375 0.0 0.7 -0.1
H -4.51475 -0.45678 0.82973 0.3 -0.1 0.2
H 4.17283 -1.19199 3.00466 -0.2 0.0 0.0
H 2.86187 -2.33740 2.64395 0.1 0.1 0.2
H 0.28436 0.40057 5.82367 0.5 0.4 0.0
H 2.65641 -1.12844 3.92817 0.1 -0.2 -0.1
H -0.68141 2.82043 1.96474 0.0 0.5 -0.4
H -2.04635 2.16316 -3.43142 -0.1 0.2 0.2
H -3.51464 -0.69791 2.30519 -0.1 0.0 -0.4
H 2.96906 1.50843 3.53222 0.1 0.1 -0.3
P 2.44597 -0.10190 1.71851 1.7 0.2 0.2
C -0.55792 0.83736 -4.21913 -0.2 0.8 -2.1
C -1.58367 2.65409 -5.45798 0.3 -0.1 -0.5
C -3.52539 -0.75563 1.20610 0.4 -0.1 0.3
H 1.26508 -3.73365 1.81657 -0.1 -0.3 -0.2
```
Positions in Å, forces in eV/Å.

Its maximum force is 3.48 eV/A. The HOMO-LUMO gap is 5.6 eV. As for the net charge: +3. The multiplicity is 1. As for the HOMO energy: -0.5545 hartree. The calculated total energy comes out at -60846.1702 eV.